Entry 1:
C3H10N4 | ωB97M-V with the def2-TZVPD basis set

Properties
Orbital gap = 7.4030 eV

```
17
Properties=species:S:1:pos:R:3:forces:R:3:mulliken_charge:R:1
N 1.276148 -0.830468 0.246608 0.4 -0.6 -0.4 -0.72
N -1.011891 0.350982 -1.676895 1.9 1.3 -0.1 0.05
N -1.580741 -0.610726 -0.948337 -0.8 -1.1 0.7 -0.92
N 0.649917 0.346099 0.312038 -1.3 0.6 1.0 0.60
C 1.208398 -1.711222 1.157918 -0.2 0.1 0.2 -0.35
C 0.566207 1.024940 -0.880526 -1.2 -0.4 -0.6 -0.58
C -0.309548 0.687971 1.415813 1.0 -0.5 -0.3 -1.03
H -1.185870 0.030588 1.441570 0.3 0.1 -0.3 0.35
H -0.667315 0.138234 -2.626889 -0.4 0.1 0.3 0.28
H 1.342200 0.745100 -1.581853 0.1 0.0 0.1 0.32
H 1.774703 -2.612235 0.994470 0.1 -0.1 0.0 0.25
H 0.614366 -1.647666 2.063845 -0.1 0.2 0.0 0.27
H 0.390815 2.088414 -0.782358 0.0 0.1 0.0 0.31
H -0.619257 1.724806 1.279704 0.0 -0.1 0.0 0.30
H -1.619171 1.173270 -1.688879 0.2 -0.3 -0.3 0.31
H 0.242038 0.586505 2.356773 -0.1 0.2 0.0 0.39
H -1.071000 -1.484592 -1.083003 0.1 0.3 -0.2 0.18
```
Forces are in eV/Å.

Entry 2:
C3H10N4 | ωB97M-V with the def2-TZVPD basis set

Properties
SMILES = [H]/N=C\C(C)=N/[H].NN
Orbital gap = 9.7075 eV

```
17
Properties=species:S:1:pos:R:3:forces:R:3:mulliken_charge:R:1
N -1.042342 -0.846946 -0.821730 -0.2 -0.7 0.2 -0.30
N -2.425454 -0.796046 -0.402391 0.2 -0.3 0.2 -0.67
N -1.080356 1.494051 0.657875 -0.8 -0.1 0.1 -0.85
N 1.198014 -0.154953 1.770340 0.0 -0.1 -0.1 -0.69
C 2.312953 -0.025482 -0.332427 -0.4 -0.1 -0.2 -1.17
C -0.179256 0.956341 -0.053109 2.7 0.1 1.1 0.13
C 1.119915 0.177719 0.551615 -1.5 1.0 0.1 0.70
H 3.101693 -0.540972 0.211338 -0.1 0.0 0.0 0.35
H -2.926629 -0.229136 -1.084186 0.2 0.1 0.2 0.27
H 0.366876 0.088034 2.316855 -0.1 0.0 -0.2 0.21
H -2.391401 -0.243352 0.464766 -0.2 0.1 -0.5 0.31
H -1.186010 1.096611 1.594152 0.5 0.2 0.1 0.22
H -0.577104 -1.494820 -0.168356 -0.4 0.0 -0.9 0.30
H 0.011771 1.387012 -1.029634 0.0 -0.1 -0.2 0.39
H 2.026649 -0.610131 -1.206753 0.1 0.0 -0.2 0.28
H 2.678292 0.937643 -0.690376 0.0 0.0 0.0 0.30
H -1.007609 -1.195573 -1.777979 0.1 -0.2 0.3 0.24
```
Forces are in eV/Å.

Entry 3:
C3H10N4 | ωB97M-V with the def2-TZVPD basis set

Properties
SMILES = N/C=N\CN.C=N
Orbital gap = 9.4527 eV

```
17
Properties=species:S:1:pos:R:3:forces:R:3:mulliken_charge:R:1
N 1.075289 1.266777 -0.575958 0.1 0.3 0.4 -0.65
N -1.263473 0.495829 -0.273094 -0.2 -1.0 0.9 -0.48
N 0.715166 -1.800084 -0.986723 0.6 -0.9 0.3 -0.56
N -0.237773 1.000924 1.800135 0.2 -0.4 0.3 -0.35
C 0.210091 -2.110651 0.135396 0.0 0.2 -0.7 -0.29
C -0.253897 0.986600 -1.132929 0.8 -1.6 -1.4 -0.31
C -1.124590 0.357313 0.986281 -0.8 1.5 -0.2 -0.13
H 0.255977 -2.232706 -1.791184 -0.4 0.3 0.3 0.22
H 1.633660 1.739345 -1.278521 -0.1 0.0 0.1 0.22
H 0.481613 1.544802 1.342172 0.0 0.0 0.2 0.27
H -0.376187 1.014011 2.798984 0.1 -0.1 -0.3 0.19
H -1.927521 -0.163310 1.501264 0.0 -0.1 0.2 0.40
H -0.745978 -2.610770 0.284519 0.1 -0.3 -0.1 0.28
H -0.091839 0.045060 -1.837093 -0.6 2.3 0.4 0.26
H 0.741845 -1.816056 1.032688 0.0 0.3 0.2 0.33
H 1.528057 0.372371 -0.404163 0.0 0.1 -0.1 0.24
H -0.620439 1.910545 -1.601773 0.1 -0.5 -0.4 0.35
```
Forces are in eV/Å.

Entry 4:
C3H10N4O | ωB97M-V with the def2-TZVPD basis set

Properties
SMILES = CNCCNO.N#N
Orbital gap = 9.5408 eV

```
18
Properties=species:S:1:pos:R:3:forces:R:3:mulliken_charge:R:1
O 1.671937 -1.017808 -1.500517 0.0 0.1 0.2 -0.43
N -1.480667 -1.820109 -1.322048 1.1 2.8 -3.4 -0.18
N 2.236584 -0.228819 -0.441773 0.0 -0.1 -0.2 -0.40
N -0.913379 0.104919 0.125421 -0.7 -2.5 0.2 -0.16
N -1.102444 -0.886130 -1.835683 -1.8 -4.6 0.5 0.08
C 1.451735 -0.381019 0.780070 -0.2 0.2 -0.2 -0.43
C -2.005056 1.058097 0.175748 0.0 -0.4 0.4 -1.01
C 0.266119 0.585813 0.818532 -0.2 -0.7 0.7 -0.91
H 3.149919 -0.655549 -0.309459 -0.2 0.0 -0.1 0.25
H 0.018924 0.800610 1.871699 0.1 0.1 0.1 0.38
H 2.124992 -0.130970 1.604243 0.0 0.0 0.0 0.42
H 0.582812 1.532898 0.365678 -0.1 -0.1 0.0 0.34
H -2.885710 0.634328 -0.306568 0.0 0.1 -0.1 0.32
H -1.720220 1.977721 -0.341947 0.0 -0.1 0.0 0.32
H -2.274674 1.326810 1.207056 -0.1 0.1 0.0 0.31
H -1.274794 -1.070129 0.138927 1.7 5.0 1.6 0.40
H 1.055926 -0.418465 -1.945916 0.3 0.0 0.1 0.35
H 1.097996 -1.412198 0.916537 0.1 0.0 0.0 0.33
```
Forces are in eV/Å.

Entry 5:
C3H10N4O | ωB97M-V with the def2-TZVPD basis set

Properties
Orbital gap = 10.3792 eV

```
18
Properties=species:S:1:pos:R:3:forces:R:3:mulliken_charge:R:1
O 0.052439 -2.516692 -0.417504 0.7 2.5 0.3 -0.58
N 1.701569 -0.878815 -0.247205 -1.8 -5.1 -2.8 -0.11
N -0.765049 -0.344887 0.318243 7.3 2.1 -3.4 0.20
N -0.794095 0.767745 -0.776311 -1.5 0.6 2.8 -0.40
N 2.497968 0.185182 0.281066 -0.5 -12.5 6.7 -0.64
C -0.268007 1.977881 -0.146378 -1.6 0.0 4.8 -0.70
C 0.277657 -1.331795 -0.182642 1.6 0.7 1.2 0.39
C -1.931139 -0.919170 0.301612 -7.7 -4.8 1.8 -0.82
H 0.554950 1.477052 0.679702 -2.6 2.5 -1.7 0.17
H 2.393800 0.960208 -0.071219 -1.9 9.9 -5.2 0.28
H -2.431857 -0.738285 -0.790636 0.3 -0.7 3.0 0.31
H -1.285949 2.497688 0.301765 3.1 -0.9 -0.3 0.23
H -1.670873 -2.234340 0.470864 -1.6 4.2 -0.4 0.26
H 2.119074 -1.913492 -0.307415 -0.1 3.5 0.0 0.28
H -0.027896 0.656043 -1.308184 3.1 -2.1 -3.1 0.29
H 2.002733 0.058738 1.167286 1.5 2.0 0.8 0.32
H 0.255279 2.727224 -0.732077 -0.1 -0.4 -0.7 0.31
H -2.680610 -0.430280 1.459039 1.8 -1.6 -3.9 0.21
```
Forces are in eV/Å.

Entry 6:
C3H10N4O | ωB97M-V with the def2-TZVPD basis set

Properties
SMILES = CN1O[C@](C)(N)N1N
Orbital gap = 9.8574 eV

```
18
Properties=species:S:1:pos:R:3:forces:R:3:mulliken_charge:R:1
O -0.210966 1.140737 0.733187 -1.8 -1.5 -0.2 -0.43
N 1.296818 1.120534 -1.089729 0.0 -0.3 -0.1 -0.49
N -1.226850 -0.023426 0.496108 1.0 1.5 1.3 -0.12
N -0.048209 -1.975852 -0.214235 -0.1 0.1 0.2 -0.63
N -0.333758 -0.631158 -0.456840 1.4 1.5 -0.2 0.02
C -2.369084 0.594179 -0.140322 0.0 0.0 -0.2 -0.66
C 0.767242 0.426587 -0.004863 -0.5 -2.1 -0.7 0.99
C 1.840738 -0.207912 0.859634 -0.2 0.3 -0.2 -1.62
H -0.751084 -2.534825 -0.686493 0.2 0.1 0.0 0.28
H 2.512287 0.579469 1.196029 0.1 0.0 0.1 0.47
H 1.388704 -0.671448 1.731966 0.0 0.0 0.1 0.35
H 0.602378 1.587333 -1.655762 0.4 0.2 0.1 0.20
H 2.200710 1.553562 -0.976003 -0.3 0.1 -0.1 0.21
H -3.063387 -0.212870 -0.379400 -0.1 0.0 0.0 0.30
H -0.061480 -2.199259 0.781997 -0.1 0.1 -0.1 0.21
H -2.104865 1.131110 -1.056093 0.0 0.0 0.0 0.31
H -2.824690 1.276017 0.574391 -0.1 -0.1 0.0 0.24
H 2.385495 -0.952778 0.286430 0.1 0.0 0.0 0.36
```
Forces are in eV/Å.

Number 1: LUMO level 0.84 eV. Number 2: LUMO level 0.85 eV. Number 3: LUMO level 1.11 eV. Number 4: LUMO level 1.08 eV. Number 5: LUMO level 0.77 eV. Number 6: LUMO level 1.16 eV.